One molecule with the formula C21H22N2O4, computed with ωB97M-V/def2-TZVPD.

The value obtained for the LUMO energy is 0.2 eV. Its SMILES is CCCc1cc(=O)oc2c(C)c(OCC(=O)NCc3ccccn3)ccc12. The value obtained for the relative energy (zero: lowest compared OMol25 entry of this formula, charge and spin) is 113.8 kJ/mol. Its spin multiplicity is 1. As for the gap between HOMO and LUMO: 8.61 eV. As for the net charge: 0.

CARTESIAN COORDINATES (ANGSTROEM)
O -2.3803 -1.1421 -2.5941
O -2.8726 -1.0857 -4.7461
O 1.2926 -0.9394 3.9593
O -1.6908 -1.1603 2.0230
N -0.6806 3.0276 2.3615
N 0.2333 0.5972 2.6817
C 1.4563 -2.8339 -3.5325
C 0.3262 -0.5766 3.3207
C -1.2910 4.1986 2.2987
C -0.7647 -1.9695 -4.1531
C -2.0611 -1.3818 -3.9030
C -1.5416 -1.4459 -1.5763
C 0.0911 -2.0105 0.5906
C 0.5884 2.9875 2.7456
C -1.1725 -1.4557 0.7984
C -0.6710 5.3958 2.6142
C 1.2340 1.6281 2.7796
C 0.5248 -2.2840 -0.6850
C 1.3013 4.1344 3.0811
C 2.7745 -0.7623 -2.8399
C -2.0003 -1.1641 -0.2884
C -3.3480 -0.5542 -0.0589
C 0.6571 5.3573 3.0140
C -0.2716 -2.0141 -1.8019
C -0.9260 -1.4523 3.1690
C 0.1121 -2.2742 -3.1685
C 2.4223 -1.7215 -3.9692
H 1.5048 -2.7119 -0.8136
H 1.8010 1.4809 3.7048
H 1.9675 -1.1628 -4.7896
H -2.3249 4.1657 1.9808
H 1.3281 -3.5228 -4.3699
H 3.2616 -1.2894 -2.0226
H 1.8823 -0.2755 -2.4525
H 1.8914 -3.3904 -2.7041
H 0.7435 -2.2227 1.4220
H -0.5332 -2.1505 -5.1913
H -0.6337 -2.5080 3.2113
H -3.9511 -0.6199 -0.9586
H -3.8493 -1.0626 0.7615
H 3.3362 -2.1856 -4.3461
H -1.2086 6.3283 2.5508
H 3.4543 0.0061 -3.2009
H 2.3330 4.0620 3.3891
H -3.2404 0.4945 0.2164
H 1.9417 1.5486 1.9413
H 1.1802 6.2665 3.2714
H -1.5874 -1.2457 4.0165
H -0.6390 0.8966 2.2628

=====

Cl12HgMg2NO51 as an isolated structure at a distorted geometry, computed with ωB97M-V/def2-TZVPD.

The value obtained for the LUMO energy is 9.3 eV. The value obtained for the relative energy (zero: lowest compared OMol25 entry of this formula, charge and spin) is 382.4 kJ/mol. Its spin multiplicity is 1. As for the gap between HOMO and LUMO: 6.73 eV. As for the net charge: -7.

CARTESIAN COORDINATES (ANGSTROEM)
Hg -2.6023 -1.0227 2.1199
Cl 4.9906 0.8678 3.4077
Cl 5.2238 -2.9433 1.1822
Cl -4.7857 2.7807 0.1946
Cl -5.4983 -2.5051 2.4918
Cl 8.7113 0.8365 -0.1958
Cl 4.6116 3.6942 -0.5228
Cl 4.7352 0.4495 -3.0786
Cl -2.5191 -2.3622 5.6817
Cl -4.0272 -0.8624 -3.9425
Cl -2.8316 3.1586 -4.5603
Cl -6.6490 4.3778 8.6328
Cl -1.2425 -7.9980 -9.2605
Mg 5.4941 0.5034 0.1105
Mg -3.0444 1.4819 -2.0755
O 5.3061 -1.6554 0.4413
O -6.0851 -1.7238 3.5929
O -3.5968 -2.2131 -3.9063
O -1.4159 -1.6571 6.2437
O 8.5248 1.7896 0.8783
O 5.4084 3.7073 -1.7108
O 5.4474 4.3880 0.4431
O -3.3176 -0.0835 -4.9267
O 4.0340 -0.1790 3.1087
O 4.3634 2.2826 -0.1480
O -2.6824 -1.8601 4.2174
O 5.7183 1.0768 2.1878
O -3.6265 -0.3079 -2.6204
O -0.0342 0.8351 -0.5559
O -2.1101 2.3911 -3.5605
O 5.2672 0.1246 -1.7492
O 7.6115 -0.0336 -0.2115
O 4.4604 -0.7535 -3.7673
O -4.2320 1.7328 0.9645
O -6.1807 5.6730 9.0945
O -2.3781 2.8068 -5.8900
O -6.1460 2.5284 -0.0533
O -6.6963 3.4474 9.7718
O -1.8771 -8.4472 -8.0786
O 3.4593 4.5257 -0.5603
O 8.8874 1.6196 -1.4336
O -1.0404 -6.5919 -9.3310
O -4.8023 -3.6682 3.0032
O -6.5989 -2.8345 1.5881
O -7.9957 4.1071 8.0764
O -5.5816 4.0603 7.6565
O -4.0364 2.8470 -1.1500
O 0.0233 -8.6648 -9.4839
O -4.5494 -1.6547 1.6949
O -0.7774 -0.3380 1.1147
O 3.5232 1.1786 -2.9222
O 5.8082 0.6757 4.5131
O -4.6100 4.0670 0.8358
O -3.7171 -2.1256 6.4796
O -5.5023 -0.6628 -4.1319
O -2.2934 -3.8475 5.5632
O 5.8902 -3.8508 0.2221
O -2.5945 4.5755 -4.2752
O -2.1871 0.3224 -0.5502
O 5.7142 1.2594 -3.7436
O -4.2181 2.8673 -4.3717
O -2.1521 -8.4732 -10.2499
O 4.1462 1.9606 3.6849
O 3.7923 -3.2109 1.3877
O 9.9506 0.0518 0.1106
O 6.1312 -2.9248 2.3333
N -0.9988 0.4040 -0.0111

=====

One molecule with the formula C2H8N4 at a distorted geometry, computed with ωB97M-V/def2-TZVPD.

The value obtained for the LUMO energy is 1.0 eV. Its SMILES is CN/N=C\NN. The value obtained for the relative energy (zero: lowest compared OMol25 entry of this formula, charge and spin) is 531.2 kJ/mol. Its spin multiplicity is 1. As for the gap between HOMO and LUMO: 9.05 eV. As for the net charge: 0.

CARTESIAN COORDINATES (ANGSTROEM)
N -0.8709 0.2137 -0.1218
N -0.1735 -0.9006 0.2389
N 1.6254 1.1014 0.1836
N 1.9509 -0.1765 -0.3463
C 1.1436 -1.0952 0.0089
C -2.2148 -0.0042 0.0084
H 1.5552 1.0122 1.2429
H -2.6619 -0.4235 -1.0700
H -2.2340 -0.3776 1.0775
H 0.5487 1.3297 -0.1087
H 1.7769 -2.0353 0.5182
H 2.9019 -0.1844 -0.5758
H -2.6245 1.2081 0.0670
H -0.7231 0.3321 -1.1228

=====

One molecule with the formula CHN3O at a distorted geometry, computed with ωB97M-V/def2-TZVPD.

The value obtained for the LUMO energy is 0.1 eV. Its SMILES is c1nnon1. The value obtained for the relative energy (zero: lowest compared OMol25 entry of this formula, charge and spin) is 386.8 kJ/mol. Its spin multiplicity is 1. As for the gap between HOMO and LUMO: 12.21 eV. As for the net charge: 0.

CARTESIAN COORDINATES (ANGSTROEM)
O 1.3096 -0.4425 -0.3052
N 0.3550 -1.2432 -0.5547
N 0.8049 0.7427 0.2027
N -0.7906 -0.6958 -0.3052
C -0.5025 0.4998 0.2303
H -1.1764 1.1390 0.7321

=====

A 14-piece molecular cluster, C5H39N2O13S overall at a distorted geometry, computed with ωB97M-V/def2-TZVPD.

The value obtained for the LUMO energy is 2.3 eV. The value obtained for the relative energy (zero: lowest compared OMol25 entry of this formula, charge and spin) is 108.9 kJ/mol. Its spin multiplicity is 1. As for the gap between HOMO and LUMO: 6.19 eV. As for the net charge: -1.

CARTESIAN COORDINATES (ANGSTROEM)
S -1.9123 1.3636 -1.3806
O 2.7806 -2.2375 1.9500
O 2.4781 3.9931 0.1223
O -2.5252 4.7612 0.9901
O 0.7386 -3.6530 1.0752
O -2.6069 -4.9682 -1.2408
O -1.8156 -4.3496 1.2485
O -1.6617 4.5298 -1.8139
O 0.5980 5.1542 1.7503
O 1.9890 -5.3370 -1.1799
O -4.3703 -1.3994 -1.7939
O 1.2530 3.8307 -2.5108
O 2.8887 0.1590 3.8521
O -0.2663 -3.8393 -1.8717
N 1.3416 0.1579 0.8674
N -1.5919 -0.8818 1.2052
C -0.3637 0.5152 -0.8900
C 0.0336 0.8693 0.5207
C 2.9964 0.1759 -1.0368
C 2.5803 0.7818 0.3144
C -0.9143 0.3598 1.6400
H -2.2333 4.9437 -1.1501
H -1.7987 -4.4457 -1.4445
H 1.4090 4.7234 1.3929
H 0.5478 4.5071 -2.5455
H 2.0040 0.4240 4.1067
H 3.3268 0.6781 1.1024
H -1.7756 1.0256 1.7041
H 4.0413 0.3968 -1.2724
H 0.0149 5.2647 1.0101
H 2.5428 -1.3248 1.7104
H 2.5039 0.7070 -1.8534
H -0.1804 -4.0444 1.1874
H 1.9488 3.7762 -0.6712
H -3.6984 -0.9276 -2.3326
H 2.3812 1.8308 0.0966
H 2.7081 -0.8682 -1.1673
H 2.7298 0.4355 2.9338
H -4.9315 -0.7606 -1.3399
H 0.9618 -3.2192 1.9144
H -0.0339 -3.4515 -1.0107
H 1.5811 3.7277 -3.4092
H 0.3641 0.9388 -1.5800
H -0.9211 -1.6191 1.0973
H -2.0605 3.6437 -1.7983
H -0.4684 -0.5253 -1.1919
H -2.9568 3.9002 1.0065
H -2.0825 -0.6624 0.3425
H -3.3441 -4.3350 -1.3390
H 2.5732 -4.6824 -1.5605
H 3.3292 4.3127 -0.1571
H 0.1065 1.9493 0.6512
H -2.1157 -3.4946 1.5802
H -2.2577 -4.6438 0.4153
H 1.1595 -0.7146 0.3915
H -0.4025 0.1467 2.5675
H 3.0340 -2.7884 1.2166
H -1.8101 4.5080 1.5808
H 2.0055 -4.9792 -0.2614
H 0.3984 -4.5675 -1.8051

=====

A 2-piece molecular cluster, C5H10O overall, computed with ωB97M-V/def2-TZVPD.

The value obtained for the LUMO energy is 0.9 eV. Its SMILES is C=CCO.C=C. The value obtained for the relative energy (zero: lowest compared OMol25 entry of this formula, charge and spin) is 200.4 kJ/mol. Its spin multiplicity is 1. As for the gap between HOMO and LUMO: 10.46 eV. As for the net charge: 0.

CARTESIAN COORDINATES (ANGSTROEM)
O -1.6866 -0.4476 0.7642
C 0.2850 2.2134 0.1639
C 0.0601 -1.5331 -0.4482
C 0.7158 -1.7737 0.6812
C 1.4947 1.7281 -0.0969
C -1.2661 -0.8404 -0.5272
H 0.4744 -1.8342 -1.4106
H 1.7842 0.7356 0.2397
H -1.1597 0.0295 -1.1960
H 1.6879 -2.2587 0.6804
H 0.2944 -1.4917 1.6411
H 2.2331 2.2927 -0.6618
H -0.4430 1.6262 0.7211
H -0.0200 3.2017 -0.1750
H -2.0010 -1.5199 -0.9891
H -2.5379 -0.0032 0.6783

=====

Q: Which value of relative energy (zero: lowest compared OMol25 entry of this formula, charge and spin) does entry 6 give?
A: 200.4 kJ/mol

=====

Repeat the first record exactly.
One molecule with the formula C21H22N2O4, computed with ωB97M-V/def2-TZVPD.

The value obtained for the LUMO energy is 0.2 eV. Its SMILES is CCCc1cc(=O)oc2c(C)c(OCC(=O)NCc3ccccn3)ccc12. The value obtained for the relative energy (zero: lowest compared OMol25 entry of this formula, charge and spin) is 113.8 kJ/mol. Its spin multiplicity is 1. As for the gap between HOMO and LUMO: 8.61 eV. As for the net charge: 0.

CARTESIAN COORDINATES (ANGSTROEM)
O -2.3803 -1.1421 -2.5941
O -2.8726 -1.0857 -4.7461
O 1.2926 -0.9394 3.9593
O -1.6908 -1.1603 2.0230
N -0.6806 3.0276 2.3615
N 0.2333 0.5972 2.6817
C 1.4563 -2.8339 -3.5325
C 0.3262 -0.5766 3.3207
C -1.2910 4.1986 2.2987
C -0.7647 -1.9695 -4.1531
C -2.0611 -1.3818 -3.9030
C -1.5416 -1.4459 -1.5763
C 0.0911 -2.0105 0.5906
C 0.5884 2.9875 2.7456
C -1.1725 -1.4557 0.7984
C -0.6710 5.3958 2.6142
C 1.2340 1.6281 2.7796
C 0.5248 -2.2840 -0.6850
C 1.3013 4.1344 3.0811
C 2.7745 -0.7623 -2.8399
C -2.0003 -1.1641 -0.2884
C -3.3480 -0.5542 -0.0589
C 0.6571 5.3573 3.0140
C -0.2716 -2.0141 -1.8019
C -0.9260 -1.4523 3.1690
C 0.1121 -2.2742 -3.1685
C 2.4223 -1.7215 -3.9692
H 1.5048 -2.7119 -0.8136
H 1.8010 1.4809 3.7048
H 1.9675 -1.1628 -4.7896
H -2.3249 4.1657 1.9808
H 1.3281 -3.5228 -4.3699
H 3.2616 -1.2894 -2.0226
H 1.8823 -0.2755 -2.4525
H 1.8914 -3.3904 -2.7041
H 0.7435 -2.2227 1.4220
H -0.5332 -2.1505 -5.1913
H -0.6337 -2.5080 3.2113
H -3.9511 -0.6199 -0.9586
H -3.8493 -1.0626 0.7615
H 3.3362 -2.1856 -4.3461
H -1.2086 6.3283 2.5508
H 3.4543 0.0061 -3.2009
H 2.3330 4.0620 3.3891
H -3.2404 0.4945 0.2164
H 1.9417 1.5486 1.9413
H 1.1802 6.2665 3.2714
H -1.5874 -1.2457 4.0165
H -0.6390 0.8966 2.2628